# 1
A 10-piece molecular cluster, C59H135N7O10 overall in a non-equilibrium geometry, computed with ωB97M-V/def2-TZVPD.

```
211
Properties=species:S:1:pos:R:3:forces:R:3
H -4.416 3.324 1.475 0.0 0.2 -0.1
H -0.518 3.848 3.411 0.1 0.0 0.0
C 3.926 -4.414 -0.094 -0.2 -0.1 0.0
H 1.859 4.896 -3.583 -0.2 -0.1 0.1
H 6.348 -5.396 -1.173 0.0 0.3 0.1
C -7.976 3.321 -0.549 0.0 -0.1 -0.1
H -0.260 3.028 -6.652 0.1 0.0 -0.1
N -7.756 1.491 1.196 0.1 -0.2 1.1
H -3.589 -1.654 0.743 -0.2 0.0 -0.1
N 3.454 1.861 5.089 0.3 -1.2 -0.3
H 3.620 0.215 -6.659 -0.2 0.0 -0.2
H 5.243 -0.573 0.403 0.0 -0.3 -0.2
C -1.238 -0.734 0.656 0.5 0.4 0.6
H 2.423 0.374 -3.160 0.2 0.2 -0.2
H -0.862 -1.219 -5.916 0.1 -0.1 0.1
C 5.318 -3.644 -2.059 0.3 -0.3 0.5
H -5.513 0.865 -0.999 -0.2 0.3 -0.1
H 1.008 1.369 -3.470 -0.1 -0.1 0.0
O -0.420 -6.936 2.640 0.5 0.3 0.0
H 6.849 -1.145 -1.748 0.1 0.0 -0.1
C 1.621 3.847 -5.963 -0.5 0.3 -0.3
C -0.720 2.836 3.040 0.2 -0.4 -0.3
H -6.474 4.589 1.156 -0.5 0.1 0.3
C -2.361 -3.133 -4.651 -0.3 0.7 0.2
H -3.907 2.928 4.398 0.0 0.0 0.1
H 0.397 -0.244 2.716 0.6 0.0 0.1
H -4.591 -2.120 -3.555 -0.1 0.3 -0.1
C 3.778 1.641 2.664 -0.5 -0.5 -0.3
N 3.148 2.141 -5.147 0.6 0.3 -1.3
C 0.149 -0.404 0.141 -0.1 0.4 0.1
H -6.249 -0.688 -0.748 0.0 0.1 0.1
C 4.175 2.403 3.930 -0.4 0.5 -0.1
H -3.117 -0.597 3.049 0.0 0.0 0.0
O 2.043 2.012 4.967 0.6 0.1 0.0
H -4.716 0.527 -5.310 0.0 0.1 0.0
C -3.911 -4.046 -6.328 0.0 -0.2 -0.5
C -5.325 1.408 1.486 -0.1 -0.5 -0.6
H 3.831 0.644 8.193 -0.2 0.2 0.2
H 4.866 -3.763 -4.196 -0.1 -0.1 0.1
H -1.865 1.236 -6.770 0.0 -0.1 0.1
C 0.536 2.788 -5.941 -0.4 0.1 0.2
H 1.301 -4.075 2.664 0.0 -0.1 0.2
H 3.187 -3.303 -1.804 0.0 0.1 0.1
C 5.924 -1.292 0.877 -0.3 0.6 -0.3
H -7.502 -1.281 1.343 0.0 0.1 -0.2
H 0.375 0.651 -6.296 0.1 0.1 0.1
C -6.729 -0.619 1.729 0.2 -0.3 0.3
H 4.594 -5.261 0.087 0.1 0.1 0.0
H -4.578 -1.076 3.931 0.0 -0.2 -0.1
H 1.740 -1.318 -0.931 0.4 -0.1 0.4
N 0.878 0.428 1.145 -0.7 -0.5 -1.0
H 7.232 -4.599 -2.474 0.0 -0.1 -0.2
H -5.774 -1.155 1.731 -0.1 -0.1 0.0
H -7.138 2.986 -1.158 0.0 0.1 0.0
O -1.907 -1.339 -0.405 -0.7 -0.4 -0.5
C 1.010 -1.237 4.390 -0.8 0.1 -0.1
C 5.406 1.640 6.499 0.6 -0.1 0.3
H 0.399 -2.377 -0.760 -0.3 0.2 0.1
C 6.862 -3.590 0.910 0.1 -0.1 -0.4
N 5.815 -2.599 -1.157 -1.0 0.7 -0.2
H -1.996 -2.658 3.958 -0.1 -0.2 0.0
N -3.485 -1.682 -6.308 0.7 -0.4 -0.6
C 3.960 4.416 -5.376 0.5 0.2 -0.6
H 4.491 -2.196 -3.440 -0.2 -0.2 0.1
H 6.930 -0.907 0.711 0.1 -0.1 0.3
H 6.067 3.508 5.769 0.2 0.1 -0.2
C 2.975 -0.157 -5.857 0.7 0.6 0.2
H 0.805 -6.154 4.096 0.2 0.2 0.0
H 3.244 4.090 -2.933 0.1 -0.3 0.0
H 6.218 2.900 3.458 -0.3 -0.2 -0.4
H 3.728 5.478 -5.269 -0.2 -0.1 0.2
H 5.006 1.764 -5.016 0.0 0.0 -0.1
H -3.212 3.995 3.183 0.0 -0.1 0.0
H -5.107 -3.690 -4.098 0.0 0.1 0.0
H -1.110 0.696 4.597 0.1 0.0 0.1
H -3.536 -4.410 4.370 0.0 0.0 0.1
H 2.547 3.463 7.146 0.1 0.0 -0.1
C 0.547 -1.076 5.818 0.2 -0.6 0.7
H -8.892 2.920 -0.985 0.0 -0.1 0.1
H 0.133 4.674 1.312 0.0 0.0 -0.1
H 4.529 1.759 1.881 0.1 0.2 0.1
H -5.722 -2.285 -4.949 0.1 0.2 0.0
C 3.923 -4.077 -1.573 0.3 -0.4 -0.2
C 0.964 -1.616 -0.217 0.1 -0.4 -0.6
H 3.923 3.309 8.201 0.3 -0.1 0.0
C 3.242 0.829 7.295 -0.4 0.2 -0.2
H 0.232 3.485 -0.025 -0.1 0.1 0.0
C 1.136 1.435 -6.247 -0.1 0.0 -0.1
H 1.749 3.169 -3.093 -0.2 0.1 0.1
C -7.830 2.916 0.918 0.0 0.6 0.1
H 3.999 4.194 2.686 0.4 0.0 0.1
H 1.366 -2.104 0.673 0.2 0.2 0.0
C -9.014 3.490 1.706 -0.4 -0.3 0.2
C -3.068 -2.661 3.687 1.1 0.6 -0.1
H 5.649 -1.269 1.934 0.4 -0.1 0.1
C 2.213 1.036 -5.239 0.3 -0.8 -0.4
H -2.606 4.079 4.802 0.2 -0.3 0.2
C 0.418 -4.709 2.532 0.7 0.4 -0.3
C -1.704 -1.873 -4.059 0.1 -1.3 -0.7
O 7.056 -2.073 -1.594 0.1 -0.3 0.2
H -3.869 -4.988 -5.778 -0.2 0.1 0.2
H 3.689 0.564 2.840 0.1 0.1 0.2
H 3.678 -4.961 -2.168 -0.2 0.1 0.0
H 1.803 1.156 4.592 -0.4 0.0 0.0
H 0.040 2.784 -4.962 0.1 -0.1 0.0
C -6.395 0.384 -0.572 0.2 -0.6 0.1
C 3.628 3.286 7.153 -0.8 0.1 -0.5
H 1.183 4.813 -5.694 0.1 0.0 0.2
C 0.241 3.614 1.058 0.3 0.3 -0.1
H 4.831 4.198 -4.759 -0.1 0.0 0.1
C 3.902 1.938 6.466 0.6 -0.2 0.6
O -0.806 2.853 1.604 -0.4 0.2 0.3
C -3.661 -2.836 -5.418 -0.3 -0.3 -0.2
H -0.195 -7.845 2.854 -0.1 -0.1 0.0
H -6.617 3.550 2.604 -0.1 0.0 0.0
H 5.788 1.855 7.503 -0.3 0.1 0.0
H 2.821 1.960 2.239 0.0 0.1 0.2
H -7.291 0.659 -1.121 0.0 0.1 -0.1
H -0.696 -2.206 -3.799 -0.1 0.3 0.6
C -4.843 -2.687 -4.452 0.1 -0.6 0.3
H -4.484 0.864 1.039 0.1 0.2 0.4
H 0.237 -4.690 1.455 -0.3 -0.1 0.1
H -0.475 -1.439 5.945 -0.1 0.2 -0.2
H 3.687 -2.355 0.529 -0.3 -0.2 0.1
H -3.211 1.349 -4.746 -0.2 0.1 -0.2
C -2.854 -0.455 -5.867 0.4 0.3 0.7
C -1.550 -0.840 -5.153 -0.2 0.3 0.2
H -2.646 -3.815 -3.845 0.2 -0.1 -0.1
H -9.978 3.280 1.236 0.1 0.0 -0.1
H 2.954 -4.780 0.253 -0.1 0.2 -0.1
O 4.286 1.811 -4.379 -0.2 0.0 0.5
H -1.699 0.217 0.975 -0.2 -0.1 -0.1
C -3.319 -1.330 -0.269 0.3 0.2 0.3
H -9.474 0.733 1.465 0.0 -0.1 0.0
O -8.901 0.820 0.696 0.0 0.1 -0.4
H 1.631 -6.515 2.578 0.0 0.1 -0.2
H -0.410 -4.236 3.059 -0.1 -0.2 0.0
H -1.286 2.039 5.543 0.0 -0.2 0.1
C 2.774 3.540 -5.008 -0.2 0.4 0.8
N -1.739 1.450 4.848 -0.1 0.5 0.0
O -4.696 -1.384 -6.987 -0.2 0.0 0.2
H 1.150 -1.664 6.517 0.1 0.0 -0.1
H 4.363 4.558 4.392 0.1 0.0 0.0
H 7.130 -3.271 1.918 -0.2 -0.1 0.1
H 6.121 -2.593 -3.784 0.2 -0.3 0.0
H 2.068 -0.952 4.302 -0.1 0.1 -0.3
H 0.360 1.310 1.149 0.3 0.0 0.3
H -3.058 -0.843 4.785 -0.1 0.2 0.0
H -3.321 0.762 -7.603 0.1 -0.2 -0.2
H -8.923 4.568 1.842 0.0 0.0 -0.2
C -2.445 0.365 -7.087 -0.3 0.4 0.1
C 5.186 -3.042 -3.444 0.1 0.8 -0.5
H -5.259 1.291 2.570 -0.1 0.2 0.0
H -9.038 3.034 2.699 0.1 0.1 0.0
H 1.969 4.007 -6.990 0.2 -0.4 0.1
C 5.675 2.191 4.093 0.8 0.6 0.4
C 6.239 -4.875 -2.125 -0.3 -0.3 0.1
H 4.391 -3.461 1.756 -0.1 0.3 0.1
H -3.721 -0.323 -0.440 0.1 -0.1 0.0
H -5.224 2.918 -0.038 0.1 0.0 0.0
H 2.228 1.139 7.552 0.0 -0.2 0.2
C -6.556 0.670 0.948 -0.7 0.4 -0.7
C -2.974 3.372 4.053 -0.4 0.5 -0.6
C -1.997 2.278 3.673 0.0 -0.1 0.0
C -5.306 2.857 1.049 0.1 -0.2 0.5
H -6.986 -0.391 2.766 0.1 0.0 0.0
H 0.125 2.176 3.264 0.0 0.2 0.4
C 0.710 -6.108 3.005 -0.8 -0.6 0.3
H 1.595 1.482 -7.240 0.1 0.0 0.0
C -3.711 0.392 -4.917 0.3 -0.1 0.2
H -1.825 -0.236 -7.751 -0.1 0.0 -0.1
C 1.647 0.595 -3.898 -0.5 -0.1 0.7
H -3.079 -2.987 2.639 -0.5 -0.1 0.0
H -4.538 -1.710 -7.879 0.0 0.0 0.0
H 1.791 0.597 0.734 0.1 0.1 0.3
H 2.308 -0.910 -6.268 -0.1 -0.1 0.2
H 0.886 -2.268 4.045 0.3 -0.1 0.2
H 3.190 -0.117 6.754 0.1 0.1 -0.2
H 2.757 4.029 3.864 0.0 -0.1 0.2
H -3.765 -2.007 -0.995 0.2 -0.1 -0.1
H -1.107 0.061 -4.718 -0.1 0.1 -0.2
C 2.366 3.928 -3.562 0.3 0.2 -0.1
H 4.252 4.290 -6.424 -0.1 -0.2 0.1
H -2.478 1.655 2.909 0.1 -0.1 0.1
H 3.671 -0.549 -5.114 -0.3 -0.4 0.0
H -1.177 -1.373 1.552 -0.2 -0.1 -0.1
H 6.550 -4.634 0.920 0.1 0.0 0.1
H 5.969 1.190 3.770 -0.1 -0.1 0.1
H 1.229 3.290 1.423 -0.1 0.0 0.1
H 5.763 -5.620 -2.770 0.3 0.1 -0.3
O 0.110 -0.422 3.638 0.3 0.0 0.1
H 4.086 4.099 6.593 0.1 0.1 0.2
H -3.138 -4.113 -7.101 0.1 0.2 0.1
C -6.578 3.561 1.513 1.0 -0.1 -0.5
O -3.791 -3.502 4.556 -0.3 -0.2 -0.1
H 0.604 -0.038 6.143 -0.1 0.0 -0.1
C -3.498 -1.217 3.862 -0.1 0.0 0.3
H -1.631 -3.630 -5.292 -0.1 -0.1 -0.1
H 7.774 -3.515 0.315 -0.1 0.0 0.0
H -4.862 -3.994 -6.864 -0.1 0.0 0.3
H -8.033 4.410 -0.586 0.0 0.0 -0.1
C 4.365 -3.194 0.696 0.2 -0.3 0.1
H -3.751 -0.077 -3.933 -0.3 -0.1 0.0
C 5.758 -2.698 0.302 0.5 -0.1 0.3
C 3.831 3.882 3.723 -0.4 0.3 -0.4
H -2.266 -1.563 -3.181 0.2 0.4 0.1
H 5.595 0.567 6.377 -0.2 0.0 -0.3
C 6.198 2.456 5.499 -0.5 -0.2 0.0
H 7.260 2.217 5.546 0.0 0.1 0.1
H 1.060 -0.327 -3.958 0.0 0.1 -0.3
H -0.041 0.194 -0.760 0.1 -0.1 -0.1
```
Forces are in eV/Å.

- Structure (SMILES): CC1(C)CCCC(C)(C)N1O.CC1(C)CCCC(C)(C)N1O.CC1(C)CCCC(C)(C)N1O.CC1(C)CCCC(C)(C)N1O.CC1(C)CCCC(C)(C)N1O.COC[C@H](C)N.COC[C@H](C)N.CCO.CCO.CCO
- Orbital gap: 8.5 eV
- E_tot: -94272.496 eV
- M: 1102.77 g/mol
- HOMO level: -8.18 eV
- ΔE to the lowest compared entry with this formula, charge and spin: 0.0 kcal per mole

# 2
A 2-piece molecular cluster, C2H8OS2 overall in a non-equilibrium geometry, computed with ωB97M-V/def2-TZVPD.

```
13
Properties=species:S:1:pos:R:3:forces:R:3
H 0.574 -1.612 -0.169 -0.2 0.9 0.9
C 1.158 -0.821 0.355 2.0 -0.7 0.2
O 0.006 -3.744 -0.682 0.0 1.1 -1.4
H -0.044 -4.313 0.058 -0.3 -0.9 1.2
H 2.253 -1.198 0.048 -2.1 1.1 1.2
H -1.878 -0.478 0.383 0.5 1.1 -0.7
H 1.018 -0.645 1.481 0.3 -1.0 -1.6
S -0.552 1.750 0.570 -0.2 -1.5 0.7
S 1.038 0.823 -0.362 -0.1 0.5 -0.6
C -1.914 0.561 -0.047 0.8 2.0 -0.4
H -2.887 1.036 0.342 1.3 -0.6 -1.3
H -1.499 0.800 -1.131 -2.3 -1.6 1.7
H -0.818 -3.240 -0.733 0.2 -0.4 0.2
```
Forces are in eV/Å.

- Structure (SMILES): CSSC.O
- Orbital gap: 8.9 eV
- E_tot: -25920.460 eV
- M: 112.22 g/mol
- HOMO level: -8.34 eV
- ΔE to the lowest compared entry with this formula, charge and spin: 34.0 kcal per mole

# 3
C23H38BeN2O5 as an isolated structure in a non-equilibrium geometry, computed with ωB97M-V/def2-TZVPD.

```
69
Properties=species:S:1:pos:R:3:forces:R:3
H 6.613 4.423 -0.457 0.1 0.2 -0.4
H 5.800 2.390 -2.624 -0.1 0.3 0.1
C 5.846 2.082 -1.580 -0.5 -1.4 0.1
C 1.629 -1.310 -5.205 -0.8 -1.4 1.5
C -3.375 -6.588 2.031 0.7 -1.0 -1.5
O -2.059 1.256 4.845 -2.5 0.6 1.5
H -6.785 2.192 -2.443 0.0 0.0 0.2
H -0.392 5.517 1.770 0.0 0.1 0.1
H 5.087 5.037 -1.207 0.1 -0.1 -0.1
H 2.669 -2.702 -6.543 0.0 0.1 0.0
C -1.593 -5.876 0.007 -1.3 -0.8 2.4
N -0.454 5.035 -0.235 -0.1 0.5 -0.4
H -4.019 -6.869 2.851 -0.2 0.2 0.0
H -2.696 1.946 6.690 0.1 -0.4 0.3
C -2.764 -7.615 1.265 0.7 1.4 -0.2
H 3.911 -5.488 1.554 -0.2 0.5 0.2
C -3.121 1.554 5.766 3.1 -0.9 -0.5
H 4.983 -5.378 2.991 -0.2 -0.2 0.2
H -8.097 -0.049 -1.736 -0.1 0.4 -0.1
O 3.655 -2.912 1.755 0.7 -0.4 0.2
H 5.789 -1.702 2.292 -0.6 0.2 0.5
H 5.631 -5.274 1.419 0.2 0.2 -0.1
H 0.005 7.943 1.331 -0.2 0.4 -0.1
H 6.893 1.967 -1.302 0.1 0.4 0.1
C 5.524 4.392 -0.444 0.0 -0.9 0.4
H 2.638 -0.927 -5.049 -0.1 1.1 0.6
H -7.171 -1.464 -1.810 0.0 -0.3 -0.8
C -3.081 -5.257 1.737 2.7 -0.7 -0.4
H -4.310 2.380 4.289 -0.6 0.2 0.0
H -2.951 -8.660 1.465 -0.1 0.0 0.1
H -3.908 3.537 5.605 0.0 0.1 -0.3
H 5.236 4.736 0.550 -0.3 0.0 -0.2
H -3.767 0.694 5.946 0.6 -1.0 0.0
H 5.750 -2.635 3.866 -0.7 0.2 0.0
H -5.069 2.243 5.949 -0.2 0.2 -0.3
O 4.225 2.472 0.218 3.1 1.0 -3.4
C -5.862 1.637 -2.280 0.6 0.8 -0.5
C -1.827 -7.256 0.264 -1.5 1.0 1.2
C 4.661 -3.495 2.132 -1.5 0.9 -0.3
H 2.227 -3.494 -5.003 0.3 0.4 0.3
H -7.300 -0.293 -3.290 -0.1 -0.5 0.0
H -0.419 4.722 -2.286 -0.2 -0.1 0.0
H -3.430 -4.564 2.488 0.0 0.8 -0.5
O -5.252 -0.085 -0.876 -0.4 -1.0 0.1
C 0.307 7.696 -0.835 -1.2 -1.3 1.7
H 5.416 1.085 -1.478 0.0 -0.1 -0.3
O 0.666 -1.120 -4.167 2.2 -0.6 -1.9
C -0.297 5.468 -1.515 1.3 -0.3 1.7
C 1.935 -2.744 -5.739 -1.6 0.1 0.3
C 5.754 -2.678 2.777 1.4 0.1 -0.5
H 1.189 -0.782 -6.051 -0.1 0.6 -0.4
C -6.050 0.265 -1.715 1.4 2.0 0.5
H 0.539 8.740 -0.987 0.2 -0.1 -0.3
H -5.355 1.592 -3.244 -0.1 -0.3 -0.3
H 6.774 -3.014 2.586 0.0 -0.8 -0.2
C -0.098 7.296 0.472 1.5 -1.2 -0.1
Be -0.293 0.036 0.614 0.0 0.0 0.0
C -4.189 2.511 5.364 -0.4 1.1 -1.0
C -0.281 5.913 0.772 -0.6 1.1 -2.5
C -7.206 -0.454 -2.216 -1.0 -1.1 0.6
H -0.938 -5.768 -0.845 0.2 1.3 0.2
N -2.107 -4.863 0.819 -1.2 -2.2 -0.9
H 0.989 -3.134 -6.114 0.0 -0.2 -0.4
C 5.095 2.917 -0.602 -2.4 0.6 3.6
H -5.135 2.165 -1.662 -0.4 0.2 0.2
H -1.309 -8.038 -0.270 0.0 0.1 -0.3
C 4.762 -4.974 2.004 0.8 -0.8 0.1
C 0.258 6.705 -1.821 -0.8 0.7 0.0
H 0.506 6.919 -2.851 0.1 0.1 -0.1
```
Forces are in eV/Å.

- Orbital gap: 1.7 eV
- E_tot: -38071.224 eV
- M: 431.58 g/mol
- HOMO level: -6.73 eV
- ΔE to the lowest compared entry with this formula, charge and spin: 192.3 kcal per mole